{"formula": "C5H10N2O3", "method": "ωB97M-V/def2-TZVPD", "e_above_lowest_kcal_mol": 36.2, "charge": 0, "homo_energy_ev": -9.89, "molar_mass_da": 146.15, "e_tot_ha": -531.74739, "smiles": "CNCC(=O)NCC(=O)O", "elements": ["C", "N", "C", "C", "O", "N", "C", "C", "O", "O", "H", "H", "H", "H", "H", "H", "H", "H", "H", "H"], "xyz": [[-1.8316, -1.1156, 0.6659], [-0.6818, -1.0960, -0.3397], [-0.7931, 0.0942, -1.2375], [-0.6866, 1.3393, -0.4217], [-1.4399, 2.2444, -0.6843], [0.3049, 1.4615, 0.4965], [1.3494, 0.5784, 0.9384], [2.4887, 0.1667, -0.0960], [3.4720, 0.7585, -0.3919], [2.2032, -1.0398, -0.7811], [-1.5472, -1.8987, 1.4500], [-1.7773, -0.1807, 1.2760], [-2.8044, -1.2738, 0.2802], [-0.8811, -1.9589, -0.8772], [-0.0980, 0.0144, -2.0672], [-1.7955, 0.0866, -1.5753], [0.4657, 2.4247, 0.7754], [0.9119, -0.3384, 1.3426], [1.8415, 1.1079, 1.7932], [1.2992, -1.3748, -0.5463]], "atomic_forces_ev_per_a": [[3.4, 0.1, 2.1], [-1.4, -1.0, 0.1], [-0.3, -2.0, 1.4], [0.8, 0.1, -1.0], [-0.4, 0.8, 0.3], [0.6, 1.1, 0.2], [1.3, -0.5, 0.7], [-1.9, -1.7, -1.1], [0.1, 0.4, 0.6], [-0.2, 1.2, 1.1], [-0.7, 0.7, -1.3], [-0.3, -0.5, -0.7], [-0.9, -0.1, -0.6], [0.5, 0.8, 0.0], [0.2, 0.2, 0.1], [-1.0, 0.4, -1.0], [-0.4, -0.2, -0.1], [0.2, 0.1, -0.1], [-0.2, -0.5, -0.8], [0.6, 0.5, 0.2]]}

---

{"formula": "H21O10", "method": "ωB97M-V/def2-TZVPD", "e_above_lowest_kcal_mol": 102.6, "charge": 1, "homo_energy_ev": -14.04, "molar_mass_da": 181.16, "e_tot_ha": -764.62040, "elements": ["O", "H", "H", "O", "H", "H", "O", "H", "H", "O", "H", "H", "O", "H", "H", "O", "H", "H", "O", "H", "H", "O", "H", "H", "O", "H", "O", "H", "H", "H", "H"], "xyz": [[-2.8776, 0.5881, -1.4644], [-3.1283, 0.3056, -0.4717], [-1.5715, 0.3170, -1.6181], [-0.5097, -0.0945, -1.6833], [1.6326, -1.6912, 1.3080], [2.0704, 2.4745, 1.7896], [1.4471, 2.6078, 1.1974], [-3.3586, 0.1750, -2.1376], [1.6574, 3.2930, 0.5053], [1.5050, -2.9206, -1.3427], [1.0518, -3.5524, -1.8666], [2.1403, -3.0195, -1.8047], [2.1548, 0.6113, -0.5705], [-2.7365, -2.6918, -1.2767], [2.2443, -0.3219, -0.6560], [0.2358, 2.1465, -1.5142], [0.4965, 2.7284, -2.3265], [2.0458, 0.7842, 0.3839], [0.9923, -1.0239, 1.6850], [-0.5719, 2.2747, -0.9479], [1.1167, -1.0844, 2.6492], [-0.8675, 0.6151, 0.7836], [-0.2829, 1.3533, 0.9875], [0.1639, 0.6604, -2.0173], [-0.0374, -0.4900, 3.9930], [-0.2323, -0.2613, -0.7029], [-2.3897, -1.9331, -1.3234], [-1.4502, -1.9913, -1.7106], [-0.7554, 0.1009, 1.6078], [-0.8020, 0.1525, 4.0497], [0.6167, -0.1122, 4.4951]], "atomic_forces_ev_per_a": [[1.2, 1.6, 4.7], [0.6, 0.5, -3.7], [0.8, -0.7, 0.1], [0.9, 0.0, 0.3], [-1.1, 0.9, 0.5], [5.0, -0.3, 4.2], [-5.3, 1.6, -5.3], [-1.6, -1.5, -1.1], [0.2, -1.3, 1.4], [-12.2, 2.0, 8.7], [-2.5, -1.2, 0.0], [14.8, -0.7, -8.7], [0.1, 0.7, 0.4], [-4.0, -9.5, 0.5], [0.3, -1.2, 0.0], [0.9, 1.6, -1.6], [-1.7, -0.8, 2.7], [-0.1, -0.1, -0.7], [1.9, -1.4, -0.4], [0.9, 0.9, -1.7], [-0.4, 0.0, -0.5], [-0.5, 0.0, 0.9], [0.5, 0.4, -0.1], [-1.6, -1.1, 1.5], [-3.9, -0.1, -1.5], [-0.6, 0.7, -1.5], [6.2, 9.0, -1.4], [-2.3, -0.1, 0.9], [-0.1, -0.2, -0.7], [1.3, -1.2, 0.0], [2.5, 1.5, 2.2]]}

---

{"formula": "C32H34AsTc", "method": "ωB97M-V/def2-TZVPD", "spin_multiplicity": 4, "charge": 1, "homo_energy_ev": [-9.56, -10.81], "molar_mass_da": 591.55, "e_tot_ha": -3555.95215, "s2": 3.771, "elements": ["C", "C", "C", "C", "H", "H", "H", "H", "H", "H", "H", "H", "H", "C", "C", "C", "H", "C", "C", "H", "H", "H", "H", "C", "C", "C", "H", "C", "C", "H", "H", "H", "H", "Tc", "C", "C", "C", "C", "C", "C", "As", "C", "C", "C", "C", "C", "C", "C", "C", "C", "C", "C", "C", "H", "H", "H", "H", "H", "H", "H", "H", "H", "H", "H", "H", "H", "H", "H"], "xyz": [[4.4903, 0.0084, -2.8541], [4.6147, -1.0095, -1.7881], [4.0189, -0.3706, -4.1928], [4.5162, 1.4344, -2.4704], [4.7942, -0.2185, -4.9638], [3.1515, 0.2449, -4.4995], [3.7072, -1.4239, -4.2252], [5.6687, -1.2412, -1.5398], [4.1485, -1.9627, -2.0899], [4.1504, -0.6519, -0.8475], [5.5397, 1.8525, -2.4421], [4.0880, 1.5820, -1.4618], [3.9409, 2.0355, -3.1882], [-0.4818, -1.5995, -1.9334], [0.2075, -1.7281, -3.2105], [1.4329, -2.4642, -2.9644], [-0.2324, -1.5816, -4.1909], [1.5884, -2.6197, -1.5715], [0.4839, -1.9702, -0.9140], [0.3111, -1.9881, 0.1624], [-1.5337, -1.4259, -1.7841], [2.0682, -2.8948, -3.7327], [2.3668, -3.1854, -1.0715], [0.1023, 1.9424, -1.4626], [-0.8414, 1.1762, -2.2389], [-0.2811, 1.0054, -3.5534], [-1.8204, 0.8616, -1.9091], [0.9917, 1.6573, -3.5784], [1.2052, 2.2708, -2.3052], [2.0307, 2.9137, -2.0229], [-0.0453, 2.3119, -0.4547], [-0.7381, 0.4922, -4.3892], [1.6464, 1.7444, -4.4392], [0.8335, -0.0393, -2.0962], [-0.1805, -1.7155, 5.5505], [0.8275, -1.8028, 4.5790], [0.6733, -1.1521, 3.3513], [-0.5047, -0.4249, 3.1218], [-1.5137, -0.3244, 4.0842], [-1.3429, -0.9786, 5.3089], [-0.8010, 0.2598, 1.3248], [-2.3607, -0.9329, 1.0282], [-2.3919, -2.2323, 1.5526], [-3.5168, -3.0427, 1.3495], [-4.6003, -2.5687, 0.5986], [-4.5378, -1.2876, 0.0290], [-3.3998, -0.4929, 0.2038], [-1.4554, 2.0132, 1.9599], [-2.4695, 2.6624, 1.2461], [-2.9629, 3.8899, 1.7008], [-2.3748, 4.5216, 2.8023], [-1.3008, 3.9112, 3.4615], [-0.8341, 2.6584, 3.0411], [-0.0633, -2.2438, 6.4986], [1.7281, -2.3859, 4.7717], [1.4362, -1.1885, 2.5720], [-2.4160, 0.2518, 3.8765], [-2.1310, -0.9085, 6.0635], [-1.5633, -2.5959, 2.1609], [-3.5539, -4.0444, 1.7886], [-5.4900, -3.1965, 0.4477], [-5.3797, -0.8986, -0.5494], [-3.3440, 0.4807, -0.2732], [-2.8920, 2.2018, 0.3566], [-3.8117, 4.3446, 1.1858], [-2.7496, 5.4871, 3.1441], [-0.8354, 4.4046, 4.3185], [-0.0111, 2.1717, 3.5680]], "atomic_forces_ev_per_a": [[-0.7, -0.1, 0.5], [0.3, -0.5, 0.3], [-0.1, -0.2, -0.8], [0.2, 0.6, 0.1], [-0.2, -0.1, 0.0], [0.3, -0.2, 0.0], [0.2, 0.3, -0.1], [-0.3, 0.1, 0.0], [0.2, 0.4, 0.2], [0.1, -0.2, -0.2], [-0.3, 0.0, 0.0], [0.2, 0.0, -0.3], [0.2, 0.0, 0.1], [-0.1, -1.3, 0.3], [-0.5, -1.6, 0.3], [-0.1, 0.7, 0.6], [0.0, -0.2, 0.3], [-0.5, 0.8, -0.6], [-0.4, -0.6, -0.6], [0.0, 0.0, -0.5], [0.0, 0.1, 0.1], [0.0, 0.4, 0.2], [0.0, 0.4, -0.1], [0.0, 0.8, -0.6], [-0.4, 0.9, 0.0], [-0.2, 0.7, -0.3], [0.1, 0.0, -0.1], [0.1, 0.8, 0.3], [-0.5, -0.2, -0.3], [0.0, -0.4, 0.0], [0.1, -0.2, -0.2], [0.0, 0.2, 0.2], [-0.1, -0.1, 0.2], [2.3, -1.2, 0.8], [0.2, -0.1, -0.2], [-0.1, 0.0, 0.1], [-0.7, 0.2, 0.5], [0.6, -0.3, -0.2], [0.5, -0.4, 0.3], [-0.1, 0.2, -0.3], [0.0, -0.1, 0.9], [0.0, 0.4, -0.4], [-0.4, 0.1, 0.0], [0.0, 0.2, -0.2], [0.1, 0.2, 0.0], [0.1, -0.2, 0.0], [-0.3, -0.5, 0.3], [-0.3, 0.1, -0.6], [0.1, 0.3, 0.6], [0.1, 0.0, -0.1], [0.0, -0.3, -0.1], [0.0, -0.2, -0.2], [-0.3, 0.1, -0.1], [0.0, 0.2, -0.3], [-0.2, 0.2, 0.0], [-0.1, -0.1, 0.3], [0.2, -0.2, 0.1], [0.3, -0.1, -0.2], [-0.2, 0.1, -0.1], [0.0, 0.4, -0.2], [0.5, 0.4, 0.1], [0.3, -0.2, 0.1], [-0.2, -0.2, 0.1], [-0.1, 0.2, 0.3], [0.3, 0.0, 0.2], [0.1, -0.3, -0.1], [-0.1, -0.2, -0.3], [-0.3, 0.2, -0.1]]}

---

{"formula": "C9H11O2", "method": "ωB97M-V/def2-TZVPD", "e_above_lowest_kcal_mol": 14.8, "charge": -1, "homo_energy_ev": -3.88, "molar_mass_da": 151.19, "e_tot_ha": -500.06895, "elements": ["C", "C", "C", "C", "C", "C", "C", "H", "H", "H", "H", "H", "H", "H", "H", "C", "C", "O", "O", "H", "H", "H"], "xyz": [[2.9979, -1.4755, 2.5978], [0.2430, 0.6750, 0.1611], [1.5533, 1.1540, 0.3073], [-0.2227, -0.3435, 0.9582], [2.4064, 0.4851, 1.1923], [0.6610, -1.0788, 1.7632], [1.9861, -0.6807, 1.8152], [-0.4209, 1.3161, -0.4067], [1.7954, 2.0835, -0.1848], [-1.2661, -0.6325, 0.9136], [3.3653, 0.9675, 1.3322], [0.2895, -1.9994, 2.1926], [3.4294, -2.3456, 2.1141], [2.5059, -1.9481, 3.4644], [3.7672, -0.9446, 3.1702], [-1.4493, -0.6158, -2.5581], [-2.4528, 0.4874, -2.0578], [-2.3013, 1.6739, -2.4681], [-3.2535, 0.1022, -1.1695], [-1.5273, -0.6829, -3.6461], [-1.8576, -1.4983, -2.0712], [-0.4405, -0.3617, -2.2493]], "atomic_forces_ev_per_a": [[-0.5, -0.8, 2.0], [0.3, 1.7, 0.4], [-0.8, -1.0, 0.8], [0.0, -1.0, 0.1], [-0.5, 1.1, -1.3], [-0.4, 0.5, -1.3], [1.2, -0.2, 0.8], [-0.3, -0.5, -0.3], [0.4, 0.0, -0.1], [0.0, 0.1, -0.1], [0.3, -0.6, 0.3], [0.2, 0.0, 0.4], [0.3, 0.2, -0.6], [-0.4, 0.0, -0.3], [0.2, 0.5, -0.9], [-1.4, 0.6, 0.0], [0.6, 1.0, 0.7], [0.1, -0.9, -0.2], [0.0, -0.1, -0.3], [0.2, -0.1, 0.0], [0.6, -0.4, -0.2], [0.1, -0.1, 0.0]]}

---

{"formula": "C4H6FN3", "method": "ωB97M-V/def2-TZVPD", "e_above_lowest_kcal_mol": 75.1, "charge": 0, "homo_energy_ev": -9.07, "molar_mass_da": 115.11, "e_tot_ha": -420.02399, "smiles": "C=NN/C=N\\C=C\\F", "elements": ["C", "N", "N", "C", "N", "C", "C", "F", "H", "H", "H", "H", "H", "H"], "xyz": [[1.2796, 1.4374, 0.6214], [1.7476, 0.9951, -0.4918], [1.4967, -0.3343, -0.8423], [0.8568, -1.3455, -0.0414], [-0.3823, -1.2206, 0.4544], [-1.2076, -0.2362, -0.2961], [-2.4403, -0.0906, 0.1611], [-3.4436, 0.6138, -0.5521], [1.2531, 2.5069, 0.8103], [0.6624, 0.6735, 1.2639], [2.2212, -0.6596, -1.4435], [1.4800, -2.1696, 0.3695], [-0.7624, 0.2166, -1.1991], [-2.7613, -0.3869, 1.1857]], "atomic_forces_ev_per_a": [[-1.7, -2.5, -0.3], [-0.5, 0.3, 0.9], [-0.5, -0.9, 0.6], [-2.2, 1.7, 2.1], [2.3, 0.7, -3.0], [1.3, -1.2, 0.7], [-1.6, 1.2, 0.0], [1.9, -1.1, 1.3], [0.5, -0.3, 0.1], [1.2, 1.9, -0.8], [0.4, -0.1, -0.3], [-0.4, 0.5, -0.5], [-0.6, -0.3, 0.4], [0.0, 0.0, -1.2]]}

---

{"formula": "C10H8O", "method": "ωB97M-V/def2-TZVPD", "e_above_lowest_kcal_mol": 83.9, "charge": 0, "homo_energy_ev": -8.27, "molar_mass_da": 144.17, "e_tot_ha": -460.97440, "smiles": "c1ccc(-c2ccco2)cc1", "elements": ["C", "C", "C", "C", "C", "C", "C", "C", "O", "C", "C", "H", "H", "H", "H", "H", "H", "H", "H"], "xyz": [[3.2739, -0.0572, -0.0464], [2.5400, 1.1344, -0.3492], [1.2056, 1.0945, -0.3316], [0.4732, 0.0492, 0.0465], [-1.0482, 0.0458, 0.0512], [-1.8568, 1.0620, 0.6059], [-3.1983, 0.5947, 0.2867], [-3.0577, -0.6262, -0.4021], [-1.7787, -0.9370, -0.5129], [1.1308, -1.1494, 0.2766], [2.4973, -1.1870, 0.3580], [4.5070, 0.0496, 0.0421], [3.2659, 2.1763, -0.6276], [0.6883, 2.0026, -0.6210], [-1.4629, 1.9841, 1.3293], [-4.1315, 1.0330, 0.3975], [-3.8087, -1.4330, -0.7644], [0.3410, -2.0565, 0.7701], [3.0726, -2.0251, 0.6044]], "atomic_forces_ev_per_a": [[1.1, 1.5, 0.8], [6.3, 1.0, -0.5], [-1.4, 4.0, -0.9], [-2.8, -3.5, -0.5], [1.0, 2.9, 1.5], [0.8, -0.4, 0.5], [1.8, -2.1, -1.2], [-2.6, 0.8, 0.9], [1.7, -0.2, -0.1], [-3.0, -2.7, 3.0], [1.7, 1.7, -1.5], [-3.6, -0.8, -0.3], [-2.7, -3.2, 0.8], [-0.2, 0.1, 0.1], [-1.3, -2.7, -2.4], [-1.4, 0.9, 0.6], [1.5, 1.9, 0.6], [2.9, 2.4, -1.8], [0.3, -1.4, 0.5]]}

---

What is the charge in the sixth record?
0